Density functional theory data (the ωB97M-V functional and the def2-TZVPD basis) for a 8-piece molecular cluster, C42H104N8O8 overall in a non-equilibrium geometry.

Values from the calculation:
HOMO energy: -8.05 eV
Calculated total energy: -73536.4603 eV
Energy relative to the best compared isomer or geometry (same formula, charge and spin): 32.5 kJ/mol
SMILES: CC1(C)CCCC(C)(C)N1O.CC1(C)CCCC(C)(C)N1O.COC[C@H](C)N.COC[C@H](C)N.COC[C@H](C)N.COC[C@H](C)N.COC[C@H](C)N.COC[C@H](C)N
Frontier orbital gap: 8.5734 eV

```
! RIJCOSX wB97M-V def2-TZVPD def2/J DEFGRID3
* xyz 0 1
C 0.272 2.376 2.296
C 0.282 3.419 3.450
C 1.707 3.501 3.989
C -0.022 4.769 2.818
C -1.497 5.004 2.507
C -2.332 4.735 3.752
C -2.114 3.377 4.388
C -2.687 3.404 5.794
C -2.752 2.259 3.558
N -0.660 3.188 4.527
O -0.288 2.135 5.390
H -0.476 2.585 1.527
H 1.241 2.229 1.826
H -0.071 1.414 2.699
H 1.915 4.303 4.695
H 1.915 2.569 4.537
H 2.448 3.431 3.194
H 0.372 5.614 3.389
H 0.514 4.829 1.862
H -1.635 6.042 2.206
H -1.841 4.360 1.693
H -3.397 4.851 3.532
H -2.068 5.504 4.486
H -2.281 4.260 6.339
H -2.460 2.512 6.377
H -3.772 3.526 5.758
H -3.843 2.299 3.649
H -2.387 1.270 3.831
H -2.563 2.380 2.490
H -0.083 2.574 6.221
C 5.204 2.527 -2.786
C 3.883 2.298 -3.567
C 2.819 1.700 -2.649
C 3.370 3.647 -4.084
C 4.132 4.204 -5.288
C 4.077 3.153 -6.384
C 4.637 1.795 -5.965
C 4.250 0.778 -7.025
C 6.174 1.842 -5.898
N 4.006 1.400 -4.711
O 4.508 0.126 -4.318
H 5.144 1.986 -1.830
H 6.073 2.095 -3.272
H 5.373 3.563 -2.499
H 1.840 1.641 -3.132
H 3.132 0.705 -2.341
H 2.659 2.396 -1.820
H 2.300 3.624 -4.327
H 3.397 4.359 -3.249
H 3.599 5.100 -5.616
H 5.136 4.520 -4.995
H 4.610 3.448 -7.293
H 3.029 3.044 -6.684
H 4.523 1.075 -8.041
H 3.178 0.559 -7.047
H 4.748 -0.180 -6.851
H 6.589 1.938 -6.899
H 6.540 0.931 -5.418
H 6.526 2.647 -5.252
H 3.780 -0.268 -3.817
C 4.365 -2.310 -1.788
O 3.443 -2.085 -2.834
C 2.593 -3.157 -3.103
C 1.454 -2.675 -3.952
C 1.854 -2.348 -5.387
N 0.733 -1.524 -3.340
H 5.117 -3.042 -2.107
H 3.850 -2.710 -0.903
H 4.854 -1.376 -1.520
H 3.155 -3.959 -3.611
H 2.223 -3.600 -2.165
H 0.704 -3.473 -4.001
H 2.726 -1.687 -5.431
H 1.054 -1.775 -5.863
H 2.017 -3.264 -5.949
H 1.189 -0.658 -3.623
H 0.875 -1.548 -2.329
C 4.519 1.176 1.004
O 5.110 1.755 2.123
C 6.216 2.592 1.781
C 6.524 3.504 2.959
C 5.260 4.172 3.470
N 7.450 4.575 2.487
H 3.735 0.495 1.337
H 5.237 0.578 0.419
H 4.073 1.918 0.327
H 7.070 1.946 1.531
H 5.972 3.203 0.901
H 6.992 2.910 3.752
H 5.506 4.892 4.260
H 4.624 3.457 3.994
H 4.652 4.672 2.718
H 7.558 5.220 3.266
H 8.382 4.191 2.350
C -0.697 -0.590 7.742
O -1.896 -0.968 7.109
C -1.863 -2.254 6.559
C -1.909 -2.131 5.040
C -0.628 -1.533 4.468
N -3.054 -1.308 4.588
H -0.833 0.407 8.163
H 0.161 -0.585 7.062
H -0.463 -1.227 8.609
H -0.933 -2.770 6.831
H -2.707 -2.838 6.937
H -2.084 -3.132 4.620
H -0.637 -1.545 3.385
H 0.254 -2.051 4.846
H -0.552 -0.488 4.796
H -2.789 -0.341 4.760
H -3.844 -1.481 5.204
C -4.728 -5.635 2.057
O -6.101 -5.623 1.812
C -6.392 -5.182 0.489
C -7.790 -5.588 0.171
C -8.209 -5.142 -1.222
N -8.727 -5.102 1.170
H -4.231 -6.470 1.548
H -4.540 -5.695 3.129
H -4.256 -4.692 1.729
H -6.268 -4.091 0.453
H -5.654 -5.611 -0.196
H -7.778 -6.687 0.099
H -9.106 -5.671 -1.533
H -7.412 -5.430 -1.924
H -8.276 -4.064 -1.331
H -8.245 -4.903 2.042
H -9.393 -5.822 1.423
C -4.117 -0.058 -2.666
O -5.414 -0.373 -3.114
C -5.497 -1.521 -3.908
C -5.106 -2.812 -3.205
C -5.360 -4.021 -4.083
N -5.744 -2.939 -1.859
H -4.261 0.818 -2.034
H -3.392 0.125 -3.465
H -3.716 -0.832 -1.997
H -6.531 -1.604 -4.262
H -4.902 -1.397 -4.830
H -4.025 -2.798 -3.012
H -5.199 -4.942 -3.514
H -4.724 -4.069 -4.964
H -6.417 -4.077 -4.379
H -5.516 -2.029 -1.454
H -6.740 -2.841 -2.074
C 1.417 -0.301 -0.210
O 0.582 -1.451 -0.112
C -0.793 -1.158 -0.078
C -1.526 -2.471 -0.153
C -1.407 -3.100 -1.515
N -2.936 -2.250 0.164
H 0.957 0.429 -0.875
H 2.368 -0.693 -0.556
H 1.580 0.078 0.806
H -1.046 -0.639 0.863
H -1.094 -0.524 -0.925
H -1.046 -3.134 0.584
H -2.112 -3.923 -1.622
H -0.384 -3.443 -1.685
H -1.600 -2.352 -2.291
H -3.035 -1.766 1.050
H -3.446 -3.120 0.246
*
```


Density functional theory data (the ωB97M-V functional and the def2-TZVPD basis) for C26H28BBrMoN3O7 as an isolated structure in a non-equilibrium geometry.

Values from the calculation:
HOMO energy (alpha / beta): -11.60 / -12.28 eV
Calculated total energy: -118790.1017 eV
Energy relative to the best compared isomer or geometry (same formula, charge and spin): 82.2 kJ/mol
Frontier orbital gap (alpha / beta): 7.5699 / 8.1117 eV

```
! RIJCOSX wB97M-V def2-TZVPD def2/J DEFGRID3
* xyz 1 3
Mo -0.258 0.786 -1.053
O 0.776 -2.012 -2.876
C -0.367 -1.990 -2.474
N -0.907 -0.959 -1.689
C -2.256 -1.224 -1.414
O -2.929 -0.472 -0.747
C -2.607 -2.505 -2.067
C -3.800 -3.191 -2.132
C -3.812 -4.390 -2.840
C -2.663 -4.870 -3.459
C -1.464 -4.165 -3.401
C -1.454 -2.980 -2.697
H -4.690 -2.806 -1.654
H -4.731 -4.956 -2.911
H -2.703 -5.806 -3.999
H -0.575 -4.532 -3.896
Br 2.831 2.640 0.992
C 1.139 3.482 0.930
C 0.822 4.469 1.844
C -0.431 5.065 1.793
C -1.374 4.658 0.861
C -1.051 3.659 -0.037
C 0.215 3.076 -0.018
C -2.089 3.046 -0.933
O -3.204 3.446 -1.054
O -1.608 1.937 -1.524
H 1.548 4.770 2.587
H -0.675 5.845 2.501
H -2.366 5.087 0.831
H 0.558 2.451 -0.877
C -0.905 -1.792 3.792
C -1.553 -0.855 2.788
C -3.004 -1.260 2.554
O -0.861 -0.999 1.512
B -0.661 0.233 0.991
O -0.994 1.249 1.834
C -1.384 0.677 3.116
C -0.240 0.978 4.079
C -2.645 1.389 3.574
H -1.110 -2.823 3.508
H -1.321 -1.619 4.785
H 0.175 -1.657 3.826
H -3.037 -2.308 2.257
H -3.448 -0.666 1.757
H -3.585 -1.139 3.468
H 0.690 0.525 3.735
H -0.466 0.617 5.082
H -0.099 2.058 4.122
H -3.434 1.326 2.826
H -2.413 2.442 3.733
H -3.006 0.968 4.512
N 1.547 0.212 -1.153
C 2.622 -0.174 -1.423
N 3.777 -0.643 -1.685
C 4.047 -1.368 -2.945
C 4.917 -0.467 -3.816
O 6.092 -0.085 -3.128
C 5.821 0.632 -1.943
C 4.994 -0.212 -0.974
H 3.106 -1.625 -3.425
H 4.591 -2.277 -2.688
H 4.340 0.419 -4.114
H 5.235 -1.002 -4.708
H 5.278 1.560 -2.166
H 6.781 0.879 -1.495
H 4.728 0.356 -0.085
H 5.547 -1.107 -0.690
*
```


Density functional theory data (the ωB97M-V functional and the def2-TZVPD basis) for one molecule with the formula C4H6NOPS in a non-equilibrium geometry.

Values from the calculation:
HOMO energy: -8.67 eV
Calculated total energy: -27906.3363 eV
Energy relative to the best compared isomer or geometry (same formula, charge and spin): 1.8 kJ/mol
SMILES: Cc1csc(PO)n1
Frontier orbital gap: 9.3569 eV

```
! RIJCOSX wB97M-V def2-TZVPD def2/J DEFGRID3
* xyz 0 1
C 1.196 -1.579 -1.140
C 0.027 -0.804 -0.539
C -1.236 -1.270 -0.361
S -2.209 -0.283 0.555
C -0.840 0.783 0.749
P -0.783 2.426 1.677
O 0.811 2.748 1.580
N 0.244 0.414 0.136
H 1.797 -0.822 -1.630
H 1.840 -2.177 -0.423
H 0.868 -2.289 -1.830
H -1.641 -2.053 -0.945
H -1.404 2.960 0.571
H 1.333 1.947 1.601
*
```